{"formula": "C26H41NO10P2PdS2Si", "method": "ωB97M-V with the def2-TZVPD basis set", "homo_energy_ev": [-7.935, -8.353], "spin_multiplicity": 5, "s_squared": 6.055, "gap_ev": [8.39, 5.44], "lumo_energy_ev": [0.455, -2.913], "relative_energy_kj_mol": 118.3, "species": ["C", "C", "H", "H", "O", "H", "H", "C", "O", "C", "C", "H", "H", "H", "C", "H", "Pd", "C", "H", "O", "O", "O", "C", "C", "H", "H", "N", "C", "H", "P", "H", "H", "C", "H", "O", "H", "H", "C", "H", "H", "H", "H", "C", "S", "C", "C", "O", "H", "H", "H", "C", "C", "C", "H", "C", "H", "H", "H", "C", "C", "H", "S", "H", "H", "H", "H", "H", "H", "C", "H", "O", "O", "P", "O", "H", "H", "H", "H", "Si", "C", "H", "C", "C", "C"], "positions_angstrom": [[-3.10, -1.46, -3.13], [3.59, -3.16, 0.97], [4.94, -0.12, -0.24], [-0.80, 2.74, -2.39], [4.16, -1.91, 1.37], [-0.48, 0.72, 6.76], [0.09, 2.12, 1.91], [2.87, 0.54, -2.01], [-3.13, 1.01, 0.62], [6.94, -0.57, 1.65], [-0.23, 2.99, 1.33], [-2.51, -2.27, 3.49], [-3.69, -0.52, -0.67], [-0.05, 0.32, -2.84], [-3.46, -3.59, 2.11], [-3.31, -0.40, -3.01], [0.11, 0.07, -0.40], [-1.81, -1.94, 1.51], [-4.06, -4.07, 2.87], [4.80, 0.23, 2.44], [3.76, 0.69, -2.79], [1.05, 2.10, -1.40], [-0.16, -0.62, -3.41], [2.28, 2.13, -1.37], [-0.35, 3.85, 1.99], [-2.08, 1.20, 2.82], [-1.19, -1.68, -0.81], [5.43, 0.78, 0.14], [-0.54, -0.36, -4.39], [-1.79, 1.46, -0.17], [0.84, -1.03, -3.55], [-4.24, -4.77, 0.50], [-0.59, 0.36, 5.75], [-2.91, -3.64, -1.22], [3.17, 2.85, -1.06], [4.37, -3.90, 1.20], [-3.21, -1.70, -4.18], [-2.58, -2.58, 2.46], [7.84, -0.28, 1.12], [1.56, -2.76, 1.53], [6.27, 1.02, -0.50], [3.07, -4.11, -0.89], [-1.35, 1.09, 4.84], [3.17, -1.32, 4.16], [-4.13, 0.22, 0.00], [-1.86, 2.63, -2.58], [2.22, -0.35, -1.50], [6.31, 1.46, 1.99], [0.35, -2.19, 3.75], [-0.51, -3.63, -4.14], [-2.81, -3.35, -0.18], [-1.49, 0.65, 3.53], [-0.80, -3.63, -3.10], [-1.84, 2.00, 5.14], [-0.86, -0.53, 3.14], [7.19, -0.77, 2.69], [4.23, -2.79, -1.05], [2.53, -2.43, -0.75], [3.34, -3.12, -0.53], [-1.90, -2.31, 0.12], [-4.66, -0.30, 0.80], [1.99, 0.28, 1.51], [0.63, -1.37, 6.04], [2.51, -3.57, 2.80], [-4.82, 0.86, -0.55], [6.55, -1.48, 1.20], [1.95, -4.48, 1.38], [0.53, 3.22, 0.58], [5.90, 0.53, 1.56], [-2.30, 3.62, -2.75], [-0.96, -0.93, 1.81], [-1.50, 2.77, 0.71], [3.57, -0.74, 2.29], [-2.55, 2.07, -1.47], [-3.86, -2.01, -2.59], [-1.61, -4.35, -2.99], [4.72, 1.61, 0.11], [-2.03, 2.00, -3.46], [-1.31, -1.87, -2.54], [-0.13, -1.27, 4.05], [0.04, -4.00, -2.52], [0.02, -0.81, 5.35], [2.32, -3.52, 1.73], [-3.57, -3.97, 0.78]], "lowdin_charge": [-0.158, -0.437, 0.069, 0.059, -0.287, 0.104, 0.012, -0.576, -0.298, -0.042, -0.130, 0.121, 0.046, -0.013, -0.050, 0.016, 0.527, -0.179, 0.112, -0.312, 0.155, -0.043, -0.168, -0.568, 0.097, 0.104, -0.043, -0.043, 0.035, 0.747, 0.029, 0.109, -0.075, 0.085, 0.139, 0.149, 0.031, 0.009, 0.085, 0.054, 0.098, 0.084, -0.060, 0.450, -0.103, -0.104, -0.058, 0.148, 0.099, 0.028, -0.023, -0.006, -0.158, 0.109, -0.302, 0.085, 0.089, 0.055, -0.035, -0.294, 0.097, 0.562, 0.099, 0.033, 0.094, 0.072, 0.089, 0.070, -0.422, 0.092, -0.075, -0.276, -0.069, -0.299, 0.017, 0.016, 0.066, 0.082, 0.491, -0.078, 0.023, -0.101, -0.088, -0.070]}

{"formula": "C3H6N2O2", "method": "ωB97M-V with the def2-TZVPD basis set", "homo_energy_ev": -9.827, "gap_ev": 10.74, "lumo_energy_ev": 0.918, "relative_energy_kj_mol": 139.1, "species": ["H", "H", "H", "N", "O", "H", "C", "O", "C", "C", "H", "H", "N"], "positions_angstrom": [[0.71, 1.30, 2.20], [-1.13, 0.00, 2.36], [-1.40, -1.06, -0.66], [-0.56, -1.51, -0.98], [0.67, 1.41, 0.22], [1.10, 1.15, -1.71], [0.35, 0.76, -1.01], [1.68, -1.19, -0.67], [0.11, 0.96, 1.35], [0.57, -0.75, -0.86], [-0.44, -2.45, -0.61], [-0.65, 1.02, -1.37], [-0.93, 0.24, 1.39]], "lowdin_charge": [0.138, 0.060, 0.082, 0.147, -0.048, 0.134, -0.100, 0.068, -0.301, -0.538, 0.110, 0.125, 0.122]}

{"formula": "C3H12NO3P2S", "method": "ωB97M-V with the def2-TZVPD basis set", "homo_energy_ev": -13.213, "total_charge": 1, "gap_ev": 8.53, "lumo_energy_ev": -4.683, "species": ["H", "H", "O", "C", "S", "H", "H", "O", "H", "H", "H", "C", "H", "P", "H", "C", "H", "H", "O", "H", "N", "P"], "positions_angstrom": [[1.20, -0.11, 0.10], [0.78, -4.83, 2.00], [0.82, -3.90, 0.14], [1.10, -2.68, 0.54], [-3.04, 2.41, -2.23], [0.15, 1.80, -1.36], [-0.07, 4.66, 0.43], [1.71, -2.04, -0.46], [-0.02, -5.68, 0.67], [2.79, -0.69, 0.68], [-0.21, 4.29, -1.90], [2.08, -0.71, -0.14], [-0.36, 1.71, 0.21], [-2.73, 3.52, -0.64], [-0.80, -4.26, 1.40], [0.16, -4.70, 1.12], [2.56, -0.29, -1.03], [-3.14, 2.87, 0.57], [0.85, -2.20, 1.62], [-3.42, 4.76, -0.68], [0.16, 2.27, -0.46], [-0.55, 3.82, -0.61]], "lowdin_charge": [0.060, 0.101, 0.016, -0.632, 0.135, 0.056, 0.011, 0.013, 0.097, 0.106, 0.033, -0.053, 0.056, 0.160, 0.098, -0.030, 0.097, -0.019, 0.127, -0.027, -0.180, 0.774]}

{"formula": "C5H23N2O4", "method": "ωB97M-V with the def2-TZVPD basis set", "homo_energy_ev": -13.319, "total_charge": 1, "gap_ev": 10.33, "lumo_energy_ev": -2.985, "relative_energy_kj_mol": 415.3, "species": ["H", "C", "O", "H", "O", "H", "H", "H", "H", "H", "C", "H", "N", "H", "H", "H", "H", "H", "H", "C", "O", "H", "O", "H", "N", "H", "H", "C", "H", "H", "H", "H", "C", "H"], "positions_angstrom": [[0.37, 3.22, -0.33], [-0.67, -2.33, 1.04], [-0.03, 2.51, 0.30], [-0.04, -0.94, 2.60], [-2.31, 2.57, 2.05], [3.14, 1.26, 1.23], [-1.50, 0.90, -1.20], [0.99, -2.67, -1.46], [-1.98, 2.77, 1.14], [1.36, -0.90, -4.00], [-0.17, -2.08, 2.51], [-0.65, -2.35, -1.80], [0.14, 0.07, 0.47], [-0.76, -3.38, 0.80], [-3.00, 1.44, -1.54], [0.78, 0.14, 1.35], [-1.67, -2.14, 0.81], [0.37, 0.74, -0.32], [-2.58, 1.61, 1.92], [0.35, -1.85, -1.36], [3.22, 0.32, 0.99], [0.92, -2.36, 2.63], [-2.24, 1.44, -1.04], [-0.81, 0.40, 0.93], [0.75, -0.52, -1.98], [0.05, 3.07, 1.06], [1.01, 0.83, -3.45], [0.67, -0.23, -3.50], [1.32, -1.71, 0.46], [-0.35, -0.18, -3.76], [4.12, -0.04, 0.83], [-0.70, -2.61, 3.26], [0.25, -1.53, 0.11], [1.72, -0.51, -1.79]], "lowdin_charge": [0.147, -0.185, -0.097, 0.078, -0.085, 0.057, -0.020, 0.095, 0.008, 0.079, -0.059, 0.171, 0.118, 0.117, 0.020, 0.142, 0.087, 0.101, 0.054, -0.167, -0.075, 0.099, 0.014, 0.163, -0.125, 0.055, 0.089, -0.033, 0.148, 0.056, 0.070, 0.064, -0.256, 0.070]}

{"formula": "C4H5NO", "method": "ωB97M-V with the def2-TZVPD basis set", "homo_energy_ev": -9.462, "gap_ev": 10.13, "lumo_energy_ev": 0.672, "relative_energy_kj_mol": 387.6, "species": ["O", "C", "C", "N", "C", "H", "C", "H", "H", "H", "H"], "positions_angstrom": [[-1.56, 0.04, -1.19], [2.05, 0.60, 0.69], [0.08, -1.45, -0.22], [2.97, 1.22, 0.38], [-1.35, 0.92, -0.08], [-2.23, 1.24, 0.49], [-0.82, -0.46, -0.18], [1.17, 0.04, 0.91], [-0.67, 1.73, -0.38], [0.49, -2.08, 0.57], [0.36, -1.67, -1.26]], "lowdin_charge": [0.019, -0.088, 0.008, 0.058, -0.041, 0.112, -0.345, 0.007, 0.113, 0.073, 0.083]}

{"formula": "C32H45BN7PdSSeSi", "method": "ωB97M-V with the def2-TZVPD basis set", "homo_energy_ev": [-11.080, -11.353], "spin_multiplicity": 5, "total_charge": 1, "s_squared": 6.033, "gap_ev": [8.79, 6.01], "lumo_energy_ev": [-2.290, -5.348], "relative_energy_kj_mol": 18.1, "species": ["C", "H", "C", "H", "C", "H", "C", "H", "C", "H", "C", "H", "H", "H", "H", "H", "H", "N", "C", "C", "H", "H", "C", "H", "B", "H", "H", "H", "H", "C", "C", "C", "H", "H", "H", "H", "H", "Se", "C", "H", "N", "H", "H", "C", "N", "N", "Pd", "H", "H", "H", "H", "C", "C", "C", "N", "C", "N", "H", "H", "C", "H", "H", "C", "H", "C", "C", "H", "C", "C", "H", "C", "H", "C", "Si", "C", "N", "C", "H", "H", "C", "H", "C", "C", "H", "H", "H", "H", "S", "C"], "positions_angstrom": [[-2.20, 0.27, -0.48], [-3.13, 4.86, 0.26], [2.71, 5.92, 0.64], [3.12, 1.60, -1.93], [0.53, -4.02, 2.73], [-4.29, -2.11, 0.74], [-3.38, 0.96, -0.37], [4.19, 2.71, 0.27], [2.35, 5.77, 1.99], [2.11, -0.70, -3.61], [-3.21, 2.07, 2.53], [-3.78, 1.27, 3.06], [-4.12, -1.35, 3.12], [1.24, -4.74, 3.14], [-2.14, 1.68, 2.51], [1.14, 4.57, 3.31], [-0.98, -2.93, -3.23], [0.85, -3.19, 1.71], [2.48, -0.64, 1.94], [-2.88, 3.82, -0.04], [1.86, -0.90, 2.81], [-5.39, 0.91, -1.18], [-3.25, -1.99, 3.28], [-5.81, 3.45, 1.82], [2.16, -3.06, 0.96], [5.67, 1.93, 0.91], [4.76, 1.45, -2.64], [-4.75, -0.94, -2.87], [1.71, -2.94, -4.69], [4.03, 0.99, -1.96], [2.43, -4.42, -2.54], [1.10, 3.82, 1.35], [-0.85, -2.68, -4.98], [-6.14, 1.86, 1.10], [0.41, 3.04, 1.59], [3.46, 6.70, 0.36], [-2.67, -1.48, 3.97], [0.75, 2.80, -1.31], [4.70, 0.79, -0.59], [3.10, -3.76, 1.33], [-1.89, -0.69, -1.36], [-2.56, -1.97, -2.75], [3.74, 1.12, 2.33], [2.71, -4.48, -1.18], [-0.15, -2.38, 1.36], [1.99, -3.52, -0.52], [0.29, -1.26, -0.45], [2.87, -4.95, -3.37], [-3.09, 3.73, -1.11], [3.38, -5.07, -0.62], [-2.98, -2.93, 0.00], [-0.82, -3.75, 2.98], [1.52, 4.70, 2.31], [-5.59, 2.82, 0.95], [2.43, -1.51, 0.87], [3.81, 0.05, 0.32], [3.26, -1.03, -0.13], [-1.80, 3.74, 0.04], [3.81, -0.05, -2.40], [5.09, 2.17, 0.03], [-6.00, 3.23, 0.01], [-1.35, -4.20, 3.81], [-0.36, -3.12, -4.12], [5.71, 2.70, -0.73], [-2.84, -1.12, -2.16], [-4.11, -0.57, -2.14], [5.62, 0.26, -0.75], [2.39, 4.96, -0.32], [1.63, -3.29, -2.66], [-3.07, 2.89, 3.23], [1.10, -1.13, -3.79], [2.66, 6.52, 2.66], [1.51, 3.92, 0.03], [-3.78, 2.50, 0.81], [-1.24, -2.74, 2.08], [1.31, -2.82, -1.43], [1.07, -2.65, -3.85], [0.75, -0.74, -4.76], [-3.60, -2.92, 3.69], [-3.46, -2.73, 0.92], [2.78, 5.02, -1.31], [-4.39, 0.48, -1.26], [3.35, 0.37, 1.67], [0.43, -0.74, -3.01], [-0.37, -4.22, -4.25], [-3.99, -3.60, 1.38], [-2.33, -1.08, 1.55], [-0.79, 0.73, 0.46], [-2.56, -2.08, 1.94]], "lowdin_charge": [-0.724, 0.063, -0.053, 0.005, -0.018, 0.060, -0.198, 0.051, -0.031, 0.073, -0.190, 0.044, 0.086, 0.142, -0.002, 0.115, 0.044, -0.056, -0.093, -0.174, 0.132, 0.111, -0.054, 0.049, -0.529, 0.078, 0.084, 0.095, 0.143, -0.075, 0.019, -0.149, 0.085, 0.052, 0.055, 0.126, 0.062, 0.912, -0.359, 0.125, -0.016, 0.097, 0.102, -0.026, 0.018, -0.039, 0.924, 0.114, 0.050, 0.106, 0.059, 0.007, -0.063, -0.183, -0.093, -0.281, 0.127, -0.016, 0.081, -0.051, 0.040, 0.112, -0.052, 0.094, -0.123, -0.016, 0.134, -0.117, -0.283, 0.032, -0.067, 0.102, -0.625, 0.500, -0.227, -0.013, -0.372, 0.092, 0.087, -0.043, 0.099, -0.028, 0.018, 0.032, 0.096, 0.110, 0.077, 0.694, -0.381]}

{"formula": "C6H6ClN3", "method": "ωB97M-V with the def2-TZVPD basis set", "homo_energy_ev": -9.137, "gap_ev": 8.72, "lumo_energy_ev": -0.416, "relative_energy_kj_mol": 397.5, "species": ["Cl", "C", "N", "H", "C", "C", "H", "C", "N", "H", "C", "H", "C", "H", "N", "H"], "positions_angstrom": [[3.09, 0.61, -0.31], [-1.01, -1.21, 0.42], [1.86, -0.29, 0.46], [0.05, -3.07, 0.24], [-1.37, 2.29, -0.07], [0.20, 0.94, 0.14], [-2.02, -1.73, 0.56], [1.43, -1.47, -0.26], [0.07, 2.17, -0.05], [1.58, -1.19, -1.37], [-1.01, 0.22, 0.20], [-1.57, 2.96, -0.93], [0.08, -1.93, 0.17], [-1.49, 2.88, 0.84], [-1.99, 1.03, -0.10], [2.11, -2.19, 0.06]], "lowdin_charge": [0.572, -0.035, -0.466, 0.132, -0.275, -0.105, 0.139, -0.348, 0.121, 0.135, -0.298, 0.137, -0.077, 0.138, 0.145, 0.084]}

{"formula": "C2H8NOS", "method": "ωB97M-V with the def2-TZVPD basis set", "homo_energy_ev": -2.648, "total_charge": -1, "gap_ev": 6.71, "lumo_energy_ev": 4.061, "relative_energy_kj_mol": 58.6, "species": ["H", "C", "H", "N", "H", "H", "C", "O", "H", "H", "S", "H", "H"], "positions_angstrom": [[-0.31, 1.13, -0.61], [-0.04, 0.11, -0.27], [1.75, 0.30, -1.50], [2.03, -1.29, -0.01], [-3.88, 0.76, 0.70], [2.04, 0.76, 0.05], [1.45, 0.00, -0.50], [-3.20, 1.41, 0.84], [2.54, -1.13, 0.85], [-2.42, 0.96, 0.51], [-0.92, -1.25, -1.20], [1.21, -1.80, 0.33], [-0.27, 0.04, 0.80]], "lowdin_charge": [0.043, -0.782, 0.078, -0.052, 0.027, 0.082, -0.438, -0.080, 0.030, -0.022, 0.076, 0.002, 0.035]}